323
Properties=species:S:1:pos:R:3:forces:R:3:lowdin_charge:R:1 method="wB97M-V/def2-TZVPD" relative_energy_kj_mol=1027.91 spin_multiplicity=1 orbital_gap_ev=8.91 total_energy_ha=-5490.177841
C 1.6538 7.8962 5.9397 -0.544 -0.189 -0.790 -0.0375
C 2.3074 7.5382 4.5585 0.647 2.100 2.387 -0.4486
C 3.2642 6.3999 4.7083 0.464 -1.865 0.037 -0.2349
O 4.4345 6.6705 5.4088 2.480 0.501 1.669 -0.1780
C 5.5468 5.7244 5.2396 -1.314 0.372 -1.208 -0.0638
N 1.3280 7.2797 3.5599 -0.564 -0.732 0.024 0.0660
H 2.3061 8.1308 6.7809 0.412 -0.318 -0.339 0.0775
H 0.9622 7.1014 6.2193 0.107 -0.251 0.142 0.0616
H 1.0156 8.7732 5.8318 -0.023 0.194 -0.228 0.0663
H 2.8343 8.4496 4.2759 0.779 0.138 0.054 0.1328
H 3.6044 5.9792 3.7620 -0.592 -0.116 -0.626 0.1096
H 2.7576 5.6374 5.3000 -0.480 -0.566 -0.396 0.1312
H 6.4695 5.9342 5.7807 -0.504 0.927 0.212 0.0856
H 5.7466 5.7433 4.1682 0.444 -0.055 -0.218 0.0785
H 5.3480 4.6743 5.4535 -0.718 0.106 0.418 0.0568
H 1.8415 7.2332 2.6914 -0.484 -0.235 -0.484 0.0286
H 0.7201 8.0852 3.5190 -0.278 -0.042 -0.108 0.0687
C 2.5373 -3.9167 -1.6541 -0.463 -1.028 -0.739 -0.0400
C 2.4611 -3.1945 -0.3321 -1.111 -0.234 1.951 -0.3945
C 2.0974 -4.0583 0.9349 -1.341 -0.403 -1.687 -0.1188
O 0.6739 -4.4397 0.9151 0.994 -0.485 1.294 -0.2516
C 0.2055 -4.9554 2.2107 -0.829 0.518 -1.063 -0.0639
N 3.7724 -2.6309 -0.1430 0.817 -0.609 -0.870 0.0436
H 1.6695 -4.4574 -2.0319 -0.665 0.416 0.446 0.0715
H 3.2628 -4.7298 -1.6773 0.547 0.226 0.480 0.0851
H 2.8126 -3.2325 -2.4568 0.037 0.153 0.016 0.0617
H 1.8246 -2.3111 -0.3840 -0.887 -0.550 -0.107 0.0960
H 2.3508 -3.5017 1.8373 -0.045 -0.079 0.073 0.1087
H 2.6005 -5.0213 0.8489 0.708 0.230 0.371 0.1094
H -0.3253 -4.1272 2.6802 0.422 0.079 0.558 0.0769
H 0.9086 -5.4801 2.8576 0.651 0.576 -0.219 0.0883
H -0.5741 -5.7037 2.0676 -0.028 -0.049 -0.674 0.0740
H 3.8491 -1.7761 0.3894 -0.748 0.272 0.110 0.0902
H 3.9068 -2.3840 -1.1131 1.497 0.792 0.161 0.0492
C -0.5756 0.7077 6.4722 -0.344 -0.349 0.042 -0.0803
C -0.6716 -0.7032 5.9020 -2.403 1.069 -1.011 -0.4288
C -1.8684 -0.7272 4.8089 1.679 -0.479 1.864 -0.1722
O -2.1331 -2.0786 4.4613 0.585 0.251 0.349 -0.1917
C -3.0809 -2.1617 3.4366 -0.588 0.396 -0.064 -0.1167
N 0.6059 -1.0542 5.3057 -0.234 -0.406 0.224 0.0379
H -1.4636 1.1393 6.9339 -0.560 -0.397 -0.384 0.0743
H -0.3108 1.3271 5.6153 0.693 0.471 0.559 0.0736
H 0.0705 0.6374 7.3473 0.871 0.598 -0.495 0.0763
H -0.8590 -1.3606 6.7511 -0.771 -0.392 -0.202 0.1289
H -1.6287 -0.1078 3.9446 0.581 -0.180 -0.376 0.1136
H -2.7067 -0.1881 5.2501 -0.558 -0.467 0.296 0.1138
H -3.2939 -3.1831 3.1211 0.434 -0.100 0.208 0.0792
H -2.7441 -1.5740 2.5826 -0.074 -0.026 -0.314 0.0650
H -4.0174 -1.7579 3.8214 -0.367 0.171 -0.215 0.0846
H 1.1415 -1.2558 6.1380 0.951 0.167 -0.017 0.0700
H 0.4466 -1.9876 4.9543 0.130 -0.339 -0.596 0.0586
C -1.6795 -2.6950 -7.7442 -0.393 0.596 0.505 -0.0488
C -0.6195 -1.5945 -7.6158 -3.278 -0.252 -0.926 -0.4781
C -0.8305 -0.4353 -6.6167 0.280 -0.444 -0.851 -0.1477
O -0.1131 0.6718 -7.2520 -0.143 -1.174 1.023 -0.1747
C 0.2648 1.6916 -6.3591 -0.827 0.659 0.641 -0.1164
N 0.6276 -2.1882 -7.5080 2.549 0.493 0.330 0.0655
H -1.7102 -3.3868 -6.9024 -0.111 0.046 0.175 0.0500
H -1.4772 -3.2801 -8.6414 0.071 0.069 0.012 0.0794
H -2.6345 -2.1837 -7.8652 -0.326 -0.386 0.069 0.0735
H -0.7512 -1.1515 -8.6029 0.473 0.649 -0.119 0.1312
H -0.4314 -0.7066 -5.6394 0.653 0.156 0.138 0.1078
H -1.8854 -0.2845 -6.3877 -0.317 0.795 -0.535 0.1167
H 0.8343 1.4460 -5.4628 0.373 -0.932 -0.170 0.0555
H -0.6535 2.0859 -5.9239 -0.173 0.648 -0.069 0.0708
H 0.8203 2.4780 -6.8700 -0.237 -0.142 -0.327 0.0900
H 0.6682 -2.7912 -6.6988 -0.280 -0.362 0.025 0.0304
H 1.1054 -1.3725 -7.1522 1.676 -0.027 -0.394 0.0587
C -4.6961 -9.6967 -3.0522 1.464 -0.623 -0.555 -0.0787
C -3.7659 -8.6992 -2.3691 -2.185 1.882 -1.172 -0.3951
C -3.6123 -7.3267 -3.2568 1.754 -4.124 1.077 -0.1714
O -2.6384 -6.5891 -2.5715 0.599 1.880 0.893 -0.2285
C -1.2434 -6.9719 -2.5640 -1.129 -0.724 0.153 -0.0677
N -4.4083 -8.3770 -1.0879 0.689 0.769 0.472 0.0333
H -5.7365 -9.3784 -3.1182 0.150 0.074 -0.025 0.0799
H -4.6217 -10.6872 -2.6035 -0.348 0.153 0.556 0.0744
H -4.2572 -9.9070 -4.0276 -0.451 0.257 -0.535 0.0698
H -2.7461 -9.0747 -2.2841 -0.236 -0.198 0.413 0.1192
H -4.5852 -6.8650 -3.4258 0.346 0.617 0.357 0.1159
H -3.1868 -7.6933 -4.1909 -0.149 0.298 -0.606 0.1099
H -0.6416 -6.2659 -1.9918 -0.337 0.920 -0.777 0.0872
H -0.9343 -7.1977 -3.5845 0.332 0.415 -0.005 0.0714
H -0.9956 -7.8370 -1.9490 -0.700 -0.752 -0.102 0.0737
H -3.9346 -7.5808 -0.6857 1.319 -0.148 0.642 0.0504
H -5.2129 -7.7988 -1.2839 -1.161 -0.655 -0.629 0.0585
C -8.7835 1.0030 3.2241 1.804 0.183 1.316 -0.0409
C -7.6849 1.8130 2.4115 -2.921 -0.593 0.481 -0.4204
C -6.6274 0.8431 1.9736 2.254 0.347 1.047 -0.1803
O -5.4598 1.5466 1.4058 -0.906 -0.499 -0.182 -0.1875
C -4.5160 0.7818 0.6600 -0.953 0.093 -0.986 -0.1138
N -8.4266 2.3742 1.3200 0.301 0.561 -2.117 0.0191
H -8.7099 -0.0577 2.9838 -0.386 -0.004 -0.527 0.0528
H -9.8087 1.3728 3.2062 0.217 0.150 -0.618 0.0763
H -8.5360 0.9859 4.2855 0.151 0.181 0.226 0.0693
H -7.3264 2.7287 2.8817 0.648 -0.686 0.904 0.1293
H -7.0004 0.0195 1.3648 -0.091 0.264 -0.522 0.1241
H -6.2852 0.3996 2.9086 0.322 -0.438 0.133 0.1197
H -4.9292 0.3373 -0.2454 -0.999 -0.737 0.147 0.0754
H -4.0105 -0.0164 1.2034 0.233 0.315 0.278 0.0767
H -3.8784 1.4480 0.0789 0.687 0.500 1.097 0.0616
H -9.2562 1.8708 1.0399 -0.021 -0.331 0.247 0.0635
H -7.7656 2.2470 0.5670 -0.282 0.729 -0.937 0.0615
C 5.2501 -10.9200 -2.4296 -0.885 -1.086 -0.560 -0.0843
C 5.0367 -10.0540 -1.2166 0.769 0.887 -0.833 -0.4492
C 3.5533 -9.8465 -0.9087 -0.229 -0.323 1.054 -0.1681
O 3.2353 -8.7278 -0.0580 2.115 -2.185 0.176 -0.1661
C 2.3702 -7.8434 -0.6019 -0.685 0.486 -1.063 -0.1460
N 5.8477 -10.5862 -0.1332 -0.819 0.183 0.844 0.0387
H 5.1082 -10.4037 -3.3790 0.130 0.020 -0.030 0.0783
H 4.5326 -11.7401 -2.4025 -0.156 -0.295 -0.167 0.0777
H 6.2225 -11.4083 -2.3664 0.090 0.307 -0.362 0.0750
H 5.4700 -9.1115 -1.5513 -0.130 0.560 0.635 0.1362
H 3.1099 -10.6957 -0.3888 0.509 -0.547 0.334 0.1291
H 2.9630 -9.8993 -1.8235 0.118 0.869 -0.427 0.1163
H 1.5262 -8.3779 -1.0380 -0.901 0.123 0.458 0.0786
H 2.7965 -7.3949 -1.4992 0.272 0.907 0.004 0.0781
H 2.1378 -7.1556 0.2111 -0.453 0.304 -0.552 0.0903
H 5.4342 -11.4866 0.0627 0.061 -0.351 0.482 0.0696
H 6.7751 -10.7962 -0.4737 0.134 0.182 -0.039 0.0639
C 2.9327 -0.8582 -4.4279 0.191 -0.011 1.193 -0.0120
C 2.6747 -0.2707 -2.9895 -1.416 -0.209 -1.584 -0.3878
C 3.9337 0.2885 -2.4100 0.203 -0.774 0.665 -0.1845
O 4.8354 -0.8101 -2.1538 -0.306 0.504 -1.754 -0.1933
C 6.1152 -0.3819 -1.8039 0.343 1.445 1.454 -0.1206
N 1.5744 0.7387 -2.9842 1.248 -0.762 -0.455 0.0835
H 2.0556 -0.9169 -5.0724 -0.138 0.148 0.299 0.0503
H 3.3231 -1.8673 -4.2961 0.045 -0.096 -0.188 0.0582
H 3.7183 -0.2999 -4.9369 -0.057 0.185 -0.084 0.0794
H 2.2995 -1.0624 -2.3411 0.167 -0.255 0.023 0.0984
H 3.6881 0.7915 -1.4747 0.104 0.086 0.429 0.1206
H 4.3122 1.0655 -3.0742 0.585 -0.274 -0.175 0.0999
H 6.5235 0.4937 -2.3086 -0.300 -0.033 -1.205 0.0763
H 6.9016 -1.1367 -1.8055 -0.606 -0.339 0.085 0.0930
H 5.9786 0.0762 -0.8244 0.618 -0.454 0.780 0.0642
H 1.9879 1.5735 -3.3744 -0.207 0.583 -0.206 0.0389
H 1.4593 0.9538 -2.0041 -0.504 0.282 0.220 0.0193
C -0.3193 5.7492 -3.2237 -1.281 -1.181 -1.472 -0.0538
C -0.9088 5.1719 -1.9653 -0.819 0.385 1.783 -0.4147
C -1.4414 3.7249 -2.0618 0.628 -0.228 -0.774 -0.1872
O -2.3570 3.6360 -3.1319 -1.034 -0.650 -0.279 -0.1912
C -2.6504 2.2624 -3.5434 1.571 1.544 -0.284 -0.0611
N -0.0392 5.3440 -0.8125 1.181 -0.395 0.573 0.0692
H 0.2292 4.9858 -3.7755 0.506 0.150 0.037 0.0753
H 0.1799 6.7174 -3.2631 -0.058 -0.148 0.649 0.0769
H -1.2437 5.8056 -3.7986 0.179 0.520 -0.682 0.0806
H -1.8249 5.7305 -1.7731 -0.375 0.277 -0.027 0.1182
H -1.9053 3.4285 -1.1211 -0.174 0.177 0.339 0.1080
H -0.6828 2.9710 -2.2721 0.741 0.118 0.221 0.1100
H -3.0853 2.3393 -4.5399 -0.710 -0.043 0.405 0.0872
H -3.1773 1.6673 -2.7975 -0.345 0.198 -0.125 0.0785
H -1.6819 1.8077 -3.7516 0.182 -0.435 0.280 0.0619
H 0.0055 6.2796 -0.4345 -0.047 0.348 -0.543 0.0500
H -0.2472 4.8161 0.0231 -0.469 -0.555 -0.251 0.0677
C -1.5262 -0.4409 -1.3875 0.077 1.272 -0.555 -0.0539
C -0.3377 -1.0809 -0.6603 -1.329 0.903 0.203 -0.3875
C 0.2999 -0.0590 0.4159 -0.943 0.128 -1.334 -0.0974
O 0.8971 1.0848 -0.2393 -0.280 -1.295 -0.890 -0.2418
C 1.7441 1.8669 0.5237 0.774 -0.294 1.132 -0.1208
N -0.9284 -2.2287 -0.0263 -0.205 -0.533 1.612 0.0582
H -1.9115 -1.0412 -2.2116 0.209 -0.261 -0.075 0.0743
H -1.3281 0.5474 -1.8024 0.579 -0.109 -0.194 0.0454
H -2.3890 -0.2208 -0.7588 0.121 -0.495 0.619 0.0573
H 0.3644 -1.4876 -1.3881 0.589 0.982 -0.188 0.0981
H 0.9355 -0.6242 1.0975 0.572 0.210 -0.031 0.1155
H -0.4648 0.4561 0.9972 -0.612 -0.867 0.364 0.1194
H 2.5865 1.2727 0.8780 0.490 -0.096 -0.082 0.0775
H 1.2914 2.2067 1.4552 -0.454 0.398 0.052 0.0869
H 2.1302 2.7073 -0.0531 -0.310 -0.105 -0.096 0.0696
H -1.6771 -2.6767 -0.5351 -0.001 0.389 -0.237 0.0698
H -0.2948 -2.9605 0.2621 0.233 0.028 0.045 0.0296
C -3.9581 -3.6152 -3.4622 -0.345 1.321 -1.176 -0.0688
C -5.0411 -2.9789 -2.5910 1.209 1.739 -1.201 -0.4357
C -5.9429 -1.8616 -3.2708 1.386 -1.153 1.078 -0.1669
O -5.1896 -0.7862 -3.8820 -1.564 -1.309 0.531 -0.1721
C -6.0755 -0.1814 -4.7943 0.049 1.050 -0.860 -0.1437
N -5.8574 -4.0092 -2.0336 -0.568 -0.990 0.667 0.0398
H -3.3481 -2.8904 -4.0013 0.087 0.460 0.246 0.0592
H -4.4862 -4.0893 -4.2895 0.260 -0.953 0.060 0.0863
H -3.2629 -4.2079 -2.8676 -0.390 -0.503 -0.216 0.0675
H -4.4427 -2.5037 -1.8137 -0.507 0.279 0.562 0.1237
H -6.5928 -1.4880 -2.4795 -0.011 0.323 0.105 0.1180
H -6.6152 -2.3661 -3.9649 0.125 0.031 -0.572 0.1142
H -6.3066 -0.8204 -5.6465 0.470 -0.173 -0.290 0.0865
H -5.6457 0.7687 -5.1117 0.303 -0.206 -0.262 0.0839
H -7.0730 0.1073 -4.4631 -0.073 -0.194 1.053 0.0847
H -5.2007 -4.7375 -1.7919 0.383 -0.099 1.050 0.0544
H -6.2958 -4.5543 -2.7621 -0.756 0.484 -0.732 0.0675
C 3.4568 6.2108 -3.2052 0.292 -0.315 0.150 -0.0339
C 3.2216 4.7054 -3.4068 -0.142 0.479 0.149 -0.4006
C 4.4911 3.9246 -3.3319 1.259 -0.014 0.128 -0.2260
O 5.4857 4.5121 -4.1573 -1.542 1.930 -1.040 -0.1900
C 6.7558 3.9655 -4.1244 -0.739 -1.813 2.137 -0.1027
N 2.2922 4.0913 -2.4101 0.790 0.206 -1.266 0.0873
H 3.9087 6.3541 -2.2237 -0.029 0.031 0.203 0.0605
H 2.5434 6.8050 -3.2308 -0.039 -0.131 -0.145 0.0625
H 4.1981 6.6058 -3.8999 -0.242 -0.052 -0.237 0.0776
H 3.0018 4.4603 -4.4459 -1.307 0.490 -0.085 0.1384
H 4.2144 2.9261 -3.6704 0.451 -0.326 0.015 0.1039
H 4.8266 3.8845 -2.2956 0.402 -0.163 0.363 0.1179
H 7.0553 4.0305 -3.0784 0.837 0.174 0.260 0.0785
H 7.5399 4.3761 -4.7605 -0.737 0.129 -0.320 0.0972
H 6.5274 2.9043 -4.2235 1.156 -0.583 -0.750 0.0807
H 2.7671 4.1306 -1.5196 0.110 -0.133 0.166 0.0249
H 1.4903 4.6887 -2.2678 -0.109 -0.015 0.089 0.0067
C -4.9063 -6.1204 2.5083 -0.186 2.005 0.300 -0.0576
C -5.8107 -6.0037 3.7712 1.687 0.648 -1.389 -0.4679
C -7.1341 -5.2775 3.6118 0.173 1.083 0.349 -0.1576
O -6.8617 -3.9695 3.0391 -0.556 -1.452 -0.581 -0.1838
C -7.9685 -3.2293 2.5780 -0.687 1.020 1.822 -0.1253
N -5.9403 -7.3180 4.2299 -1.542 -1.614 1.489 0.0187
H -5.2564 -6.7819 1.7158 -0.323 -0.002 0.140 0.0695
H -3.9200 -6.4498 2.8350 -0.005 -0.160 -0.010 0.0701
H -4.7916 -5.0998 2.1432 0.207 -0.034 -0.612 0.0553
H -5.1842 -5.5288 4.5262 -0.240 0.759 -0.033 0.1401
H -7.5935 -5.1247 4.5884 0.168 0.065 0.383 0.1227
H -7.8956 -5.8756 3.1113 0.163 0.029 -0.903 0.1247
H -8.7194 -3.0605 3.3499 -0.010 -0.295 1.048 0.0747
H -8.6789 -3.5717 1.8255 1.099 -0.510 -1.044 0.0903
H -7.6028 -2.2058 2.4954 0.082 -0.139 -1.013 0.0656
H -6.3814 -7.8296 3.4790 0.266 -0.767 0.149 0.0768
H -5.0051 -7.6455 4.4253 -0.236 -0.615 -0.129 0.0788
C -4.8332 7.1978 5.2748 0.658 -0.047 0.559 -0.0599
C -4.5013 5.8780 4.5738 0.187 -1.610 1.209 -0.4176
C -3.9994 4.6739 5.5396 0.850 1.222 0.068 -0.1422
O -2.8012 4.9351 6.3593 0.447 -0.189 -1.792 -0.2052
C -1.5353 4.8234 5.5841 -1.251 0.282 0.158 -0.0757
N -5.7363 5.3996 3.9710 -0.524 0.002 -0.080 0.0391
H -4.0152 7.5390 5.9093 0.346 0.123 -0.373 0.0771
H -5.6577 7.1831 5.9876 -0.328 -0.704 -0.211 0.0810
H -5.0958 7.9604 4.5416 0.226 0.082 -0.068 0.0634
H -3.7464 6.0023 3.7974 0.368 0.401 0.153 0.0939
H -3.7963 3.7547 4.9900 0.010 0.097 -0.656 0.0960
H -4.8242 4.3867 6.1917 0.099 0.471 0.365 0.1112
H -1.4272 3.8888 5.0337 -0.361 -0.536 0.365 0.0618
H -0.6736 4.9353 6.2421 -0.385 0.010 0.275 0.0748
H -1.4424 5.5616 4.7875 -0.261 0.512 0.184 0.0684
H -6.2652 6.2088 3.6783 -0.291 -0.010 -0.103 0.0691
H -5.6050 4.8459 3.1365 0.201 -0.209 0.002 0.0459
C 4.0294 2.4699 4.3132 -0.715 0.371 -0.672 -0.0477
C 5.0042 1.4075 3.7645 0.877 0.873 -0.353 -0.3894
C 6.0343 1.8982 2.6752 -1.325 1.216 1.401 -0.1905
O 5.3723 2.6134 1.6381 0.544 -0.581 -0.216 -0.1955
C 6.2793 2.8420 0.5684 -1.103 -0.445 -1.050 -0.1138
N 5.6919 0.7899 4.9061 -0.661 -0.130 -0.698 0.0584
H 3.7333 2.3248 5.3522 0.279 -0.460 -0.006 0.0797
H 3.0974 2.4595 3.7480 -0.127 -0.248 -0.097 0.0646
H 4.2929 3.5250 4.2393 0.716 -0.196 -0.213 0.0324
H 4.4633 0.6847 3.1536 -0.437 -0.478 0.693 0.1175
H 6.5463 1.0130 2.2979 0.276 0.025 -0.098 0.1059
H 6.6893 2.6598 3.0984 0.729 -0.440 0.496 0.1229
H 5.6676 2.6503 -0.3131 0.091 0.291 -0.412 0.0610
H 7.0803 2.1070 0.4889 0.165 -0.024 0.441 0.0832
H 6.6856 3.8497 0.4809 -0.002 0.151 0.498 0.0865
H 6.2259 1.4848 5.4083 0.194 -0.052 -0.020 0.0720
H 6.2634 0.0057 4.6262 0.266 -0.086 0.164 0.0361
C -3.7487 8.0461 1.6221 1.047 -1.197 1.241 -0.0471
C -4.0540 7.2032 0.3925 0.584 -0.046 -0.135 -0.4406
C -3.9582 5.6302 0.5474 1.084 2.499 1.648 -0.1388
O -2.7035 5.3968 1.1717 0.425 0.510 -1.161 -0.2156
C -2.6095 4.1285 1.7251 0.277 -0.194 0.067 -0.1083
N -5.3684 7.4813 -0.0383 -2.085 0.151 -0.559 0.0187
H -4.2279 7.6830 2.5313 -0.459 -0.063 -0.166 0.0446
H -3.8992 9.1254 1.5982 -0.296 -0.086 -0.706 0.0832
H -2.6943 7.8878 1.8487 0.234 0.174 -0.008 0.0682
H -3.3880 7.6132 -0.3668 0.846 -0.702 -0.260 0.1232
H -4.0820 5.1055 -0.3999 -0.027 -0.101 -0.071 0.1272
H -4.6953 5.3697 1.3069 -0.637 -0.238 -0.421 0.1043
H -3.3018 4.1054 2.5667 -0.017 -0.701 0.212 0.0745
H -1.5793 3.9693 2.0435 -0.011 0.144 0.324 0.0910
H -2.8048 3.3504 0.9871 -0.414 -0.223 0.030 0.0655
H -5.4393 8.4538 -0.3017 -0.187 0.151 0.043 0.0774
H -5.5650 6.9554 -0.8779 -0.256 -0.088 -0.191 0.0746
C 0.2387 9.0842 0.0253 -0.321 -0.566 1.947 -0.0577
C 1.4869 9.4328 0.8721 1.545 -1.455 -2.948 -0.3773
C 2.6267 8.3470 0.5643 -0.755 -0.657 -0.560 -0.1454
O 2.1728 6.9927 0.8595 -0.124 0.564 -0.032 -0.2649
C 3.0874 5.9058 0.6346 -0.155 1.038 0.608 -0.0729
N 2.0395 10.7159 0.4434 0.483 0.332 1.172 0.0206
H 0.3632 8.7490 -1.0044 0.518 0.583 -0.068 0.0773
H -0.4365 9.9307 0.1502 -0.221 -0.080 -0.507 0.0741
H -0.2272 8.2328 0.5214 -0.381 -0.127 0.047 0.0526
H 1.2998 9.4075 1.9456 -0.155 0.341 -0.173 0.1165
H 3.5823 8.6188 1.0128 -0.045 -0.166 0.722 0.1162
H 2.8565 8.2817 -0.4992 -0.216 0.728 -0.428 0.1100
H 2.6653 5.0441 1.1517 0.125 0.086 0.154 0.0891
H 4.0315 6.2263 1.0753 0.342 -0.483 0.046 0.0888
H 3.2441 5.6116 -0.4032 -0.199 0.526 -0.098 0.0439
H 1.4673 11.4945 0.7374 0.002 -0.030 -0.061 0.0681
H 2.2811 10.8285 -0.5308 -0.265 -0.444 -0.026 0.0744
C 5.4811 -3.5604 2.8288 0.206 -1.420 2.736 -0.0534
C 6.1876 -2.2850 2.5047 -0.391 0.492 -0.626 -0.4394
C 7.5375 -2.0719 3.1710 -0.131 -0.548 -1.196 -0.2292
O 7.4402 -1.9529 4.5546 -0.450 0.606 0.404 -0.1761
C 8.6651 -1.6636 5.1652 0.857 -0.379 0.736 -0.1197
N 6.3158 -2.3083 1.0677 1.621 1.648 -0.552 0.0318
H 5.9870 -4.4134 2.3766 -0.337 0.177 -1.047 0.0901
H 4.3944 -3.5959 2.7522 0.214 0.155 -0.632 0.0614
H 5.6660 -3.9090 3.8449 -0.220 0.597 0.814 0.0718
H 5.6620 -1.3473 2.6854 -0.775 -0.234 0.598 0.1163
H 7.9892 -1.1922 2.7124 0.118 0.298 0.022 0.1212
H 8.1386 -2.9249 2.8561 0.579 -0.352 0.296 0.1284
H 9.2166 -0.7849 4.8309 -0.260 0.183 -0.870 0.0863
H 9.3173 -2.5321 5.0733 0.295 -0.058 -0.056 0.0890
H 8.5750 -1.4533 6.2309 -0.715 -0.346 0.049 0.0890
H 7.0725 -2.9109 0.7772 -0.294 -0.290 -0.244 0.0789
H 5.4289 -2.5102 0.6287 0.452 -0.707 -0.157 0.0061
C 3.0726 -5.7069 -4.5102 -1.578 -0.390 -2.622 -0.0196
C 1.5726 -6.1246 -4.7961 -0.697 -0.685 2.882 -0.4102
C 0.6575 -5.2678 -5.6630 1.530 1.948 -2.225 -0.1470
O 0.6281 -3.8607 -5.2736 0.781 -1.611 -0.291 -0.2321
C -0.3426 -3.6711 -4.3235 -0.773 -0.470 1.174 -0.1228
N 1.3899 -7.5441 -5.0809 0.868 0.002 -1.150 0.0396
H 3.5183 -5.8977 -5.4864 0.724 0.327 -0.061 0.0757
H 3.6152 -6.3292 -3.7986 -0.527 0.169 0.307 0.0675
H 3.0816 -4.6333 -4.3223 0.254 -0.220 0.207 0.0584
H 1.1467 -6.0233 -3.7979 -0.317 0.435 0.420 0.0788
H -0.3273 -5.6590 -5.9185 -0.442 -0.281 1.192 0.1268
H 0.9760 -5.1164 -6.6944 0.964 -0.630 -0.199 0.1268
H -0.2102 -2.7157 -3.8158 -0.099 0.059 -0.053 0.0967
H -0.2488 -4.5007 -3.6227 -0.259 0.267 0.703 0.0620
H -1.3350 -3.7863 -4.7594 -0.302 0.388 -0.029 0.0674
H 2.2243 -8.1130 -5.0850 -0.363 0.053 0.078 0.0659
H 0.5292 -8.0173 -4.8454 0.377 0.272 0.138 0.0550